1.
Computed, not measured: an isolated molecule of C17H26FNO2, with wB97M-V/def2-TZVPD.

Last column: Mulliken charge in e.
Positions of all 47 atoms, in Å:
1 F 3.95 -1.97 -1.22  -0.335
2 O -3.40 -2.96 -0.07  -0.598
3 O 0.03 -1.85 0.21  -0.142
4 N -1.78 0.24 0.87  0.974
5 C -2.88 2.36 0.02  -0.755
6 C 2.25 -1.01 0.10  0.095
7 C -2.53 3.74 -0.54  -0.696
8 C 1.89 -0.06 1.05  0.127
9 C 1.24 -1.94 -0.50  -0.708
10 C -1.78 3.60 -1.86  -0.708
11 C 2.84 0.81 1.57  -0.803
12 C -1.06 -2.44 -0.44  -0.757
13 C -0.52 2.76 -1.68  -0.906
14 C -2.34 -2.13 0.35  0.025
15 C -1.60 1.53 0.22  -0.434
16 C -2.74 -0.65 0.25  -1.006
17 C 4.54 -0.20 0.22  -0.696
18 C 3.58 -1.06 -0.29  0.381
19 C 4.16 0.74 1.16  -0.370
20 C -1.96 0.32 2.30  -1.248
21 C -0.87 1.39 -1.12  0.089
22 H -0.93 2.10 0.88  0.382
23 H -3.44 4.32 -0.69  0.380
24 H 1.63 -2.97 -0.49  0.536
25 H 2.54 1.54 2.31  0.418
26 H -1.20 0.97 2.72  0.336
27 H -0.94 -3.53 -0.51  0.321
28 H 0.16 3.27 -0.99  0.359
29 H -2.95 0.70 2.59  0.345
30 H -1.52 4.59 -2.24  0.368
31 H 0.86 -0.02 1.36  0.360
32 H -1.84 -0.67 2.73  0.312
33 H -1.51 0.87 -1.84  0.287
34 H 5.56 -0.28 -0.12  0.456
35 H 0.03 0.79 -0.97  -0.327
36 H -3.55 1.85 -0.66  0.234
37 H -1.91 4.27 0.18  0.334
38 H -2.43 3.13 -2.60  0.321
39 H 0.00 2.65 -2.63  0.386
40 H 4.89 1.41 1.57  0.380
41 H -1.16 -2.05 -1.47  0.347
42 H -3.74 -0.55 0.71  0.090
43 H -2.84 -0.40 -0.81  0.544
44 H -3.40 2.47 0.98  0.345
45 H -2.16 -2.40 1.40  0.274
46 H -3.61 -2.74 -0.99  0.381
47 H 1.09 -1.67 -1.56  0.302

Properties
ΔE to the lowest compared entry with this formula, charge and spin ... 0.214 eV
Maximum force ... 0.62 eV/A
2S+1 ... 1
E_LUMO ... 0.7 eV

***

2.
Computed, not measured: a structure of composition C17H26N2S3Sr, with wB97M-V/def2-TZVPD.

Last column: Mulliken charge in e.
Positions of all 49 atoms, in Å:
1 Sr -2.17 1.88 1.47  1.107
2 S -4.77 3.10 0.95  -0.592
3 S -4.56 0.75 2.84  -0.548
4 S -7.18 2.09 2.38  -0.492
5 N -0.65 -2.79 0.55  0.365
6 N -1.60 -0.70 0.99  0.125
7 C 0.30 -4.60 2.00  -1.066
8 C 0.44 -2.18 -0.20  -1.137
9 C -1.60 -1.96 1.13  0.644
10 C 4.42 2.54 -0.54  -0.306
11 C 4.08 1.87 -1.71  -0.761
12 C -0.48 1.35 -0.51  -2.788
13 C 1.71 2.22 -1.28  -0.463
14 C 2.75 1.72 -2.07  -0.063
15 C 1.52 -1.51 0.64  -0.754
16 C -2.70 -2.61 1.94  -1.197
17 C 3.40 3.04 0.26  -0.918
18 C 0.06 1.35 -2.98  -2.208
19 C 0.23 2.10 -1.64  2.559
20 C -0.59 -4.21 0.82  -0.797
21 C -5.52 1.98 2.06  0.061
22 C 2.08 2.87 -0.10  0.176
23 C -0.30 3.54 -1.91  -1.897
24 H 1.09 -0.71 1.25  0.115
25 H 0.43 0.33 -2.89  0.300
26 H 0.22 -5.67 2.21  0.414
27 H 0.19 4.03 -2.77  0.425
28 H -1.59 -4.59 0.98  0.436
29 H 2.51 1.18 -2.98  0.304
30 H 2.27 -1.05 -0.01  0.250
31 H 1.34 -4.37 1.81  0.280
32 H -3.34 -1.82 2.32  0.086
33 H -0.84 -0.24 0.41  0.447
34 H -0.16 4.16 -1.02  0.304
35 H -2.30 -3.20 2.77  0.232
36 H 2.02 -2.23 1.30  0.379
37 H 4.86 1.46 -2.34  0.333
38 H 0.03 -1.43 -0.88  0.436
39 H -3.30 -3.28 1.31  0.293
40 H 5.46 2.67 -0.26  0.366
41 H -1.01 1.30 -3.19  0.497
42 H -0.01 -4.06 2.90  0.235
43 H 3.64 3.56 1.18  0.328
44 H -0.21 -4.70 -0.08  0.350
45 H 0.89 -2.97 -0.82  0.325
46 H 0.55 1.84 -3.83  0.423
47 H -1.37 3.48 -2.10  0.370
48 H -1.55 1.24 -0.89  0.792
49 H 1.28 3.22 0.54  0.230

Properties
ΔE to the lowest compared entry with this formula, charge and spin ... 0.000 eV
Maximum force ... 0.78 eV/A
2S+1 ... 1
E_LUMO ... 4.5 eV
Charge ... -2

***

3.
Computed, not measured: a cluster of 2 separate species, C17H26N3 in total, with wB97M-V/def2-TZVPD.

Last column: Mulliken charge in e.
Positions of all 46 atoms, in Å:
1 N 1.30 1.04 -0.74  -0.542
2 N 2.08 -0.28 0.99  0.198
3 N 3.67 0.66 -0.46  0.128
4 C 1.66 1.63 -2.02  -0.764
5 C 4.40 -0.94 1.24  -0.756
6 C -3.70 -0.74 -0.08  0.390
7 C 0.71 -0.43 1.35  -1.109
8 C 4.12 1.45 -1.59  -0.672
9 C 3.00 2.35 -2.06  -0.636
10 C -3.41 0.66 -0.15  1.247
11 C -2.73 -1.71 0.29  0.475
12 C -5.03 -1.23 -0.34  -0.392
13 C 4.79 0.20 0.35  -0.692
14 C -3.03 -3.07 0.30  -0.722
15 C -2.42 1.33 0.72  -0.758
16 C 2.35 0.51 -0.11  0.353
17 C -5.32 -2.59 -0.30  -0.842
18 C -4.56 1.52 -0.52  -1.618
19 C 3.09 -0.66 1.94  -0.502
20 C -4.32 -3.52 -0.01  -0.264
21 H 1.66 0.83 -2.79  0.285
22 H 5.14 1.06 0.96  0.326
23 H 5.60 -0.09 -0.35  0.370
24 H 2.98 3.20 -1.37  0.291
25 H 3.23 2.72 -3.07  0.352
26 H -5.18 1.51 0.41  0.448
27 H -6.34 -2.92 -0.47  0.388
28 H 0.86 2.33 -2.28  0.329
29 H 4.44 0.76 -2.39  0.312
30 H 4.99 2.06 -1.26  0.385
31 H 0.12 -0.21 0.46  0.363
32 H -5.16 1.15 -1.34  0.461
33 H -4.35 2.57 -0.71  0.373
34 H 4.32 -1.86 0.66  0.312
35 H -2.97 1.48 1.67  0.362
36 H 0.51 -1.45 1.68  0.298
37 H 2.72 -1.54 2.49  0.332
38 H -1.76 -1.35 0.66  0.045
39 H -4.54 -4.59 -0.01  0.412
40 H -2.16 2.34 0.34  0.374
41 H -5.85 -0.53 -0.44  0.332
42 H 3.24 0.17 2.66  0.287
43 H -2.25 -3.78 0.58  0.413
44 H 5.19 -1.06 2.00  0.358
45 H -1.48 0.81 0.94  -0.065
46 H 0.40 0.24 2.15  0.334

Properties
ΔE to the lowest compared entry with this formula, charge and spin ... 2.263 eV
Maximum force ... 3.02 eV/A
2S+1 ... 1
E_LUMO ... -5.8 eV
Charge ... +1